{
  "formula": "C34H56F2O19",
  "method": "wB97M-V/def2-TZVPD",
  "e_homo_ev": -9.21,
  "gap_ha": 0.3583,
  "smiles": "O=C1OC[C@@H](F)O1.O=C1OC[C@@H](F)O1.C[C@H]1COC(=O)O1.C[C@H]1COC(=O)O1.C[C@H]1COC(=O)O1.C1CCOC1.C1CCOC1.C1CCOC1.C1CCOC1",
  "symbols": ["O", "C", "O", "C", "C", "F", "O", "H", "H", "H", "O", "C", "O", "C", "C", "F", "O", "H", "H", "H", "C", "C", "C", "O", "C", "O", "O", "H", "H", "H", "H", "H", "H", "C", "C", "C", "O", "C", "O", "O", "H", "H", "H", "H", "H", "H", "C", "C", "C", "O", "C", "O", "O", "H", "H", "H", "H", "H", "H", "C", "C", "C", "O", "C", "H", "H", "H", "H", "H", "H", "H", "H", "C", "C", "C", "O", "C", "H", "H", "H", "H", "H", "H", "H", "H", "C", "C", "C", "O", "C", "H", "H", "H", "H", "H", "H", "H", "H", "C", "C", "C", "O", "C", "H", "H", "H", "H", "H", "H", "H", "H"],
  "coordinates": [[-3.928, -3.785, 5.903], [-3.216, -3.273, 5.102], [-3.404, -2.072, 4.616], [-2.343, -1.750, 3.710], [-1.339, -2.864, 3.839], [-0.183, -2.453, 4.473], [-2.013, -3.820, 4.641], [-2.788, -1.767, 2.668], [-1.938, -0.788, 3.938], [-0.953, -3.275, 2.875], [1.207, -1.108, -2.893], [0.869, -0.778, -1.778], [1.562, -0.902, -0.658], [0.708, -0.397, 0.460], [-0.417, 0.330, -0.230], [-0.231, 1.662, -0.226], [-0.288, -0.202, -1.565], [0.341, -1.292, 0.959], [1.388, 0.180, 1.054], [-1.418, -0.001, 0.161], [5.326, 4.563, 1.224], [4.136, 4.423, 2.193], [2.884, 5.200, 1.873], [1.844, 4.372, 2.201], [2.364, 3.057, 2.184], [1.707, 2.065, 2.339], [3.669, 3.073, 2.016], [4.948, 4.363, 0.196], [6.077, 3.826, 1.466], [5.738, 5.573, 1.381], [4.517, 4.509, 3.189], [2.878, 5.367, 0.815], [2.899, 6.151, 2.486], [1.814, -4.473, -2.435], [0.702, -4.670, -1.455], [1.148, -4.516, -0.023], [0.133, -3.805, 0.561], [-0.771, -3.356, -0.318], [-1.805, -2.736, -0.001], [-0.340, -3.661, -1.561], [2.260, -3.481, -2.277], [1.464, -4.660, -3.461], [2.623, -5.181, -2.184], [0.276, -5.667, -1.629], [2.151, -3.936, 0.109], [1.405, -5.413, 0.506], [1.559, 2.465, -5.129], [1.670, 1.997, -3.701], [3.008, 1.282, -3.438], [3.262, 1.677, -2.122], [2.702, 2.850, -1.845], [3.044, 3.538, -0.939], [1.732, 3.043, -2.797], [0.545, 2.862, -5.282], [1.723, 1.551, -5.835], [2.413, 3.106, -5.342], [0.792, 1.431, -3.365], [3.824, 1.637, -4.099], [2.901, 0.201, -3.534], [-2.880, -4.020, -4.041], [-2.672, -2.506, -3.822], [-1.533, -2.150, -4.852], [-1.756, -3.105, -5.949], [-2.555, -4.156, -5.488], [-3.870, -4.307, -3.828], [-2.271, -4.533, -3.283], [-2.484, -2.242, -2.768], [-3.633, -1.963, -4.191], [-0.499, -2.411, -4.432], [-1.627, -1.122, -5.214], [-1.997, -5.080, -5.678], [-3.510, -4.247, -6.079], [3.665, -1.265, 3.258], [4.635, -1.440, 2.076], [4.219, -2.856, 1.536], [2.980, -3.142, 2.068], [2.843, -2.535, 3.299], [3.073, -0.373, 3.043], [4.260, -1.186, 4.218], [5.643, -1.548, 2.457], [4.487, -0.585, 1.389], [4.969, -3.643, 1.842], [4.144, -2.962, 0.466], [3.215, -3.249, 4.088], [1.778, -2.373, 3.562], [-1.564, 5.453, 2.222], [-1.241, 4.665, 0.904], [-2.286, 3.549, 0.903], [-3.402, 4.098, 1.648], [-2.885, 4.870, 2.776], [-1.737, 6.493, 1.986], [-0.743, 5.384, 2.921], [-0.190, 4.388, 0.846], [-1.401, 5.367, 0.036], [-2.220, 2.592, 1.337], [-2.631, 3.308, -0.109], [-2.897, 4.230, 3.702], [-3.687, 5.563, 2.985], [-5.336, 0.486, -0.580], [-5.115, 1.663, 0.406], [-4.671, 1.012, 1.699], [-3.890, -0.114, 1.302], [-4.213, -0.377, -0.114], [-5.204, 0.948, -1.600], [-6.226, -0.112, -0.389], [-6.019, 2.207, 0.499], [-4.383, 2.326, 0.024], [-5.562, 0.601, 2.229], [-4.213, 1.716, 2.396], [-4.469, -1.460, -0.097], [-3.276, -0.127, -0.631]],
  "forces_ev_per_angstrom": [[0.262, -0.447, -0.398], [0.592, -0.866, 1.197], [0.418, 0.989, -0.645], [-1.210, -0.420, -2.035], [0.276, -0.761, -0.280], [-0.290, 0.097, 0.521], [-0.256, 0.556, -0.447], [0.592, 0.321, 1.126], [0.221, 0.572, 0.174], [-0.754, -0.023, 0.742], [0.157, -0.093, 1.133], [1.073, -0.513, -1.599], [-0.371, 0.116, 0.807], [1.150, -1.267, -0.765], [-0.244, -1.837, -0.069], [-0.219, 0.227, -0.348], [-2.256, 1.616, 0.621], [0.044, 0.153, 0.262], [-0.139, 0.509, 0.530], [0.812, 0.888, -0.395], [-1.225, 0.668, -0.027], [1.498, -0.863, -1.615], [1.892, 2.400, 0.678], [-0.596, -2.883, 0.703], [-1.393, 0.146, 0.386], [0.045, 0.765, -0.261], [-0.048, -0.135, 0.450], [0.464, 0.457, 0.672], [0.224, -0.154, 0.155], [0.024, -0.341, -0.495], [-0.168, 0.174, 0.895], [-0.131, 0.579, -0.648], [-0.469, -0.920, -0.863], [0.471, 0.265, -0.059], [0.284, -0.611, -0.170], [3.616, 0.914, -0.448], [-1.928, 0.879, 1.998], [-1.918, 1.162, 0.336], [3.313, -1.705, -1.142], [-0.602, -0.096, 0.167], [-0.311, -0.121, -0.511], [0.342, 0.326, 0.272], [-0.402, -0.018, -0.184], [-0.433, 0.326, 0.095], [-1.866, -0.512, -0.623], [-0.639, -0.768, 0.264], [-0.089, -1.886, -0.848], [0.384, -1.557, -0.736], [-0.762, -0.273, -1.088], [1.495, -0.904, 1.224], [-0.613, -0.799, -1.531], [-0.723, 0.594, 0.069], [0.551, 3.025, 2.065], [0.665, 0.284, -0.391], [-0.553, 1.406, 1.261], [-0.421, 0.552, -0.105], [0.283, -0.456, -0.511], [-0.431, -0.008, 0.258], [0.172, 0.171, 0.288], [1.100, 1.536, 1.388], [-1.082, 1.071, -1.166], [0.130, -1.885, 0.954], [0.076, 1.625, 0.711], [-0.426, -1.953, -1.297], [-1.369, -0.317, 0.188], [0.320, -0.203, -0.715], [0.066, 0.030, -0.535], [1.542, -0.703, 0.750], [-1.342, 0.861, -0.417], [0.325, -0.283, -0.051], [-0.133, -0.116, -0.071], [0.809, 0.359, 0.328], [1.033, 0.443, 0.969], [-0.502, -0.942, -0.127], [1.742, 0.095, 0.051], [-1.491, -0.654, -1.037], [-0.523, -0.451, 2.239], [-0.092, -0.083, 0.590], [-0.941, 0.386, -0.993], [0.318, 0.517, -0.323], [0.474, -0.765, 0.060], [-0.466, 0.728, 0.052], [-0.010, 0.309, -0.554], [-0.046, 0.628, -0.434], [0.649, -0.081, -0.542], [-0.212, -0.341, 0.075], [-0.256, 0.789, 0.141], [-1.576, 1.319, -0.491], [0.014, 0.492, 0.044], [-0.532, -1.413, -0.852], [0.125, 0.314, 0.005], [0.164, -0.022, 0.261], [-0.149, -0.367, 0.183], [-0.131, -0.930, 0.747], [1.759, -1.239, 0.829], [-0.070, 0.480, -0.010], [0.870, 0.277, -0.830], [0.107, 0.702, -0.110], [0.776, 1.271, 0.446], [-0.954, -0.979, 0.099], [-1.639, -0.424, 0.246], [-0.053, 0.646, -0.603], [1.638, -1.582, 0.666], [-0.445, -1.231, 0.809], [-0.533, 0.728, -0.428], [-0.862, 0.779, 0.377], [0.744, 0.531, -0.367], [0.311, 0.354, -0.197], [0.619, -0.273, -0.220], [0.569, 0.680, -0.623], [-0.305, -0.615, -0.326]]
}